Entry 1:
Molecular formula: C4H5NO3S2
Method: DFT, ωB97M-V/def2-TZVPD

The geometry in XYZ format:
```
15
Properties=species:S:1:pos:R:3:forces:R:3:nbo_charge:R:1
S -2.077672 0.125045 0.076319 0.596 -0.545 0.216 2.428
S 2.219358 -0.427307 0.289978 -0.401 -0.442 -0.314 0.811
O -1.974074 -0.616263 1.322700 -0.580 0.388 -0.162 -0.940
O -1.962954 1.553576 0.182567 -0.135 -0.048 -0.153 -0.966
O -2.944094 -0.405331 -0.933161 -0.035 0.044 0.041 -0.937
N 0.928243 0.499147 -0.050524 -4.542 -4.161 -1.427 -0.548
C -0.381229 -0.469891 -0.416239 4.330 3.409 1.878 0.037
C 1.437881 -1.888704 0.004067 0.084 0.727 0.064 -0.377
C 0.101676 -1.744284 -0.326975 0.271 -0.296 -0.500 -0.325
C 0.831894 1.915912 0.043878 0.075 1.205 0.279 -0.423
H 1.977426 -2.812751 0.110994 0.105 -0.076 0.042 0.264
H 1.820534 2.325645 0.251663 -0.018 0.066 -0.037 0.207
H 0.442850 2.336738 -0.884437 0.139 -0.111 0.042 0.236
H 0.129858 2.191964 0.832520 0.183 -0.033 -0.028 0.258
H -0.549691 -2.583497 -0.503344 -0.071 -0.127 0.058 0.276
```
Positions in Å, forces in eV/Å.

The calculation puts the highest occupied orbital energy at -9.75 eV. Its spin multiplicity is 1. The LUMO energy comes out at -1.584 eV. The calculated total energy comes out at -33528.9557 eV.



Entry 2:
Molecular formula: C16H23N3O2S
Method: DFT, ωB97M-V/def2-TZVPD

The geometry in XYZ format:
```
45
Properties=species:S:1:pos:R:3:forces:R:3:nbo_charge:R:1
S -1.048853 1.145338 1.307808 -0.194 -0.077 -0.487 2.330
O -0.311235 0.354551 2.244093 0.134 -0.185 -0.167 -0.931
O -1.526823 2.433634 1.738125 -0.183 -0.113 -0.204 -0.955
N 2.946276 -0.774919 -0.227237 -0.049 -0.139 -0.034 -0.442
N -0.132908 1.287051 -0.090862 -0.538 -0.117 0.990 -0.696
N 2.259047 4.297003 -0.776786 0.531 0.074 -0.035 -0.329
C -3.307688 -1.831736 -0.188775 0.096 0.119 0.068 -0.221
C 4.962469 -1.369688 0.926693 0.009 0.025 -0.042 -0.413
C 1.542166 -0.495082 -0.040962 0.101 0.179 -0.133 -0.222
C -3.679458 0.807530 0.565544 0.034 0.175 0.109 -0.171
C 1.289079 1.013559 0.013723 0.483 -0.613 0.317 -0.230
C -4.566136 -1.250297 -0.324650 0.007 0.130 0.011 0.012
C -2.244910 -1.105084 0.314887 0.020 -0.165 -0.006 -0.116
C 3.235546 -2.172356 -0.494307 0.101 -0.061 -0.168 -0.213
C -4.739670 0.074978 0.059133 0.066 -0.124 -0.027 -0.220
C 1.146790 4.048007 -0.679404 0.304 0.203 -0.061 0.285
C -0.588338 2.300913 -1.002734 -0.302 0.365 -0.159 -0.195
C 3.792936 -0.371767 0.894025 0.109 0.307 0.110 -0.232
C 4.745266 -2.239941 -0.313277 -0.136 -0.072 0.020 -0.404
C -5.715674 -2.052159 -0.850218 -0.013 -0.030 0.053 -0.632
C -0.254874 3.748904 -0.580729 -0.782 -0.255 0.025 -0.557
C -2.440183 0.211015 0.687330 0.293 0.427 0.237 -0.376
H -3.796896 1.833108 0.879077 -0.077 0.118 0.015 0.241
H -0.581189 3.889022 0.453661 -0.005 0.107 -0.221 0.290
H 1.808768 1.487144 -0.820284 -0.111 0.031 0.047 0.228
H 4.913159 -1.980482 1.828468 0.030 0.022 0.010 0.203
H -3.164880 -2.862042 -0.479777 0.035 -0.103 -0.031 0.215
H 2.912348 -2.431801 -1.504651 -0.040 -0.076 0.038 0.199
H 5.928067 -0.868482 0.909643 0.030 -0.012 0.072 0.214
H 5.110543 -3.257122 -0.185847 0.041 -0.026 -0.037 0.210
H -0.172479 2.090203 -1.993134 -0.110 -0.017 0.107 0.217
H 2.731120 -2.846503 0.220670 -0.004 -0.006 -0.002 0.155
H 1.000853 -0.904516 -0.899914 -0.045 0.039 0.047 0.194
H 5.232954 -1.792145 -1.178414 0.015 -0.039 -0.060 0.205
H -6.493994 -1.405844 -1.247191 -0.074 -0.003 -0.048 0.219
H -5.387308 -2.734719 -1.630455 -0.035 -0.053 -0.068 0.221
H 3.235705 -0.393384 1.841555 -0.002 0.019 0.010 0.176
H 1.142067 -0.953143 0.880514 0.070 -0.057 -0.130 0.183
H -1.676518 2.203338 -1.052256 0.050 0.147 -0.229 0.220
H -5.711759 0.535778 -0.037148 -0.090 0.050 -0.017 0.216
H 1.683936 1.423773 0.947182 0.177 0.055 -0.149 0.211
H -1.266467 -1.541358 0.432765 0.134 -0.165 -0.033 0.225
H -0.799665 4.445908 -1.223506 0.007 -0.022 0.075 0.253
H -6.147408 -2.647666 -0.045663 -0.077 -0.063 0.003 0.228
H 4.136231 0.651489 0.723282 -0.008 0.001 0.181 0.199
```
Positions in Å, forces in eV/Å.

The calculation puts the highest occupied orbital energy at -8.43 eV. Its spin multiplicity is 1. The LUMO energy comes out at 0.536 eV. The calculated total energy comes out at -36364.9303 eV. As for the SMILES: Cc1ccc(S(=O)(=O)N(CCC#N)CCN2CCCC2)cc1.



Entry 3:
Molecular formula: C6H14O
Method: DFT, ωB97M-V/def2-TZVPD

The geometry in XYZ format:
```
21
Properties=species:S:1:pos:R:3:forces:R:3:nbo_charge:R:1
O 1.360714 1.240163 1.331512 0.203 0.232 0.008 -0.737
C -0.850245 -1.525760 -1.820201 -0.039 -0.057 -0.214 -0.889
C -0.498282 -0.138610 0.730264 0.041 0.062 0.238 -0.561
C 1.509264 -1.243737 -0.437987 -0.023 0.004 -0.043 -0.642
C 0.099369 1.224789 0.640076 -0.338 -0.056 -0.188 0.074
C -0.834546 2.277795 1.228754 -0.036 0.063 0.035 -0.617
C 0.092656 -1.266098 0.068374 0.096 -0.073 0.130 -0.064
H 2.159239 -1.229939 0.443755 -0.078 -0.022 -0.112 0.248
H -0.879670 -0.664898 -0.559851 -0.097 -0.096 -0.255 0.436
H -1.259038 -0.340279 1.478343 0.105 0.030 -0.107 0.222
H 1.728248 2.130518 1.242634 -0.004 -0.160 0.064 0.458
H 0.289222 1.482203 -0.420206 0.008 -0.039 0.156 0.148
H -0.265076 -2.234717 0.409948 0.043 0.162 -0.072 0.231
H -1.943733 -1.425480 -1.872042 0.138 0.019 0.085 0.211
H 1.733119 -2.114851 -1.058177 -0.038 0.127 0.090 0.216
H 1.719831 -0.334238 -1.004277 -0.043 -0.116 0.091 0.225
H -0.386128 3.277788 1.180603 -0.048 -0.152 -0.004 0.199
H -1.786069 2.305346 0.687580 0.143 -0.021 0.058 0.214
H -0.581679 -2.573688 -1.974500 -0.016 0.146 0.057 0.213
H -1.035335 2.047157 2.280595 0.024 0.014 -0.142 0.212
H -0.371860 -0.893463 -2.575197 -0.042 -0.069 0.124 0.203
```
Positions in Å, forces in eV/Å.

The calculation puts the highest occupied orbital energy at -6.90 eV. Its spin multiplicity is 1. The LUMO energy comes out at 0.946 eV. The calculated total energy comes out at -8491.7399 eV.



Entry 4:
Molecular formula: C4H5NO
Method: DFT, ωB97M-V/def2-TZVPD

The geometry in XYZ format:
```
11
Properties=species:S:1:pos:R:3:forces:R:3:nbo_charge:R:1
O 1.629389 -1.037400 -0.002877 0.077 0.101 -0.230 -0.632
N -1.709211 0.503177 0.678890 0.715 0.070 -1.034 -0.369
C -0.132355 0.439159 -1.244924 -0.151 0.099 -0.462 -0.585
C 0.847130 -0.036470 0.108719 -0.036 0.067 0.399 0.162
C -1.248115 0.674604 -0.403330 -0.244 -0.346 1.161 0.439
C -0.170653 -0.521882 1.108550 -0.007 -0.056 0.156 -0.109
H 1.275528 0.953218 0.388913 -0.047 -0.154 -0.036 0.128
H -0.280438 -0.403031 -1.921162 -0.020 0.056 0.044 0.264
H -0.573591 -1.503129 0.876083 -0.073 0.179 -0.006 0.219
H 0.072715 -0.374019 2.159140 -0.207 0.068 -0.073 0.222
H 0.289602 1.305773 -1.748002 -0.006 -0.084 0.081 0.261
```
Positions in Å, forces in eV/Å.

The calculation puts the highest occupied orbital energy at -9.07 eV. Its spin multiplicity is 1. The LUMO energy comes out at -0.835 eV. The calculated total energy comes out at -7761.9597 eV.



Entry 5:
Molecular formula: C5H11FN
Method: DFT, ωB97M-V/def2-TZVPD

The geometry in XYZ format:
```
18
Properties=species:S:1:pos:R:3:forces:R:3:nbo_charge:R:1
F 0.867296 -1.087924 -2.091088 0.339 -0.377 -0.416 -0.583
N -0.228256 0.572491 -0.310620 -0.583 -0.200 0.266 -0.219
C -1.105564 -0.347272 -0.235025 -0.122 -0.148 -0.034 0.308
C -0.892567 -1.245773 0.911409 0.159 -0.216 0.361 -0.486
C 0.763317 0.492574 0.748214 0.713 -0.189 0.815 -0.232
C -0.134924 1.599593 -1.300565 0.020 0.822 -0.790 -0.423
C 0.140323 -0.480542 1.755502 -0.032 0.082 -0.030 -0.410
H -0.728043 1.343916 -2.173206 -0.015 -0.039 0.000 0.240
H -1.892592 -0.458263 -0.964828 -0.019 0.153 -0.212 0.241
H -0.497277 -2.194476 0.534035 -0.048 -0.020 -0.075 0.268
H 0.878350 -1.132812 2.210055 0.034 -0.007 -0.001 0.251
H -1.812734 -1.477007 1.444064 -0.075 0.000 -0.068 0.268
H -0.489885 2.547702 -0.889502 0.030 -0.113 0.058 0.242
H 0.965115 1.479730 1.162212 -0.064 0.021 -0.109 0.238
H 1.688893 0.104328 0.315182 -0.056 0.070 -0.070 0.235
H 0.905799 1.727345 -1.595459 -0.042 -0.108 0.006 0.244
H -0.361857 0.066503 2.552240 0.016 0.010 -0.019 0.234
H 1.349236 -1.588917 -2.719541 -0.255 0.260 0.317 0.587
```
Positions in Å, forces in eV/Å.

As for the total charge: +1. The calculation puts the highest occupied orbital energy at -15.61 eV. Its spin multiplicity is 1. The LUMO energy comes out at -3.936 eV. The calculated total energy comes out at -9564.6874 eV.



In kcal/mol, the energy above the lowest of the compared OMol25 structures with the same formula, charge and spin values for the records above are, in order, 44.62 58.07 118.82 105.31 0.00.